1.
Density functional theory data (ωB97M-V/def2-TZVPD) for C29H35N11OPbS as an isolated structure.

Computed properties:
Total charge ... +2
HOMO energy ... -12.41 eV
Orbital gap ... 6.755 eV

Last column: natural (NBO) charge in e.
Positions of all 78 atoms, in Å:
Pb1 0.407 0.004 0.923  1.318
N1 7.182 -3.898 -6.108  -0.242
C1 6.416 -3.492 -5.361  0.246
C2 5.472 -2.971 -4.441  -0.152
C3 4.383 -2.235 -4.909  -0.154
C4 3.476 -1.710 -4.011  -0.215
C5 3.634 -1.917 -2.641  0.010
C6 4.716 -2.669 -2.183  -0.227
C7 5.637 -3.185 -3.072  -0.141
C8 2.662 -1.358 -1.679  0.230
C9 1.923 -2.291 -0.947  -0.036
C10 1.946 -3.695 -1.155  -0.155
C11 1.010 -4.248 -0.312  -0.325
C12 0.447 -3.181 0.389  0.089
N2 0.979 -2.010 0.026  -0.684
C13 2.564 0.039 -1.637  -0.033
C14 3.298 0.939 -2.453  -0.166
C15 2.872 2.211 -2.140  -0.321
C16 1.918 2.061 -1.133  0.008
N3 1.724 0.776 -0.821  -0.652
H1 4.254 -2.084 -5.971  0.242
H2 2.628 -1.146 -4.367  0.226
H3 4.844 -2.825 -1.122  0.225
H4 6.480 -3.761 -2.719  0.242
H5 2.571 -4.209 -1.856  0.242
H6 0.748 -5.280 -0.198  0.245
H7 -0.326 -3.222 1.132  0.185
H8 4.045 0.673 -3.173  0.240
H9 3.210 3.134 -2.569  0.238
H10 1.377 2.837 -0.622  0.209
N4 3.451 -0.521 2.641  -0.556
C17 2.437 -0.280 2.160  0.276
H11 4.339 -0.746 3.046  0.484
C18 -2.449 -1.870 2.696  -0.073
N5 -3.240 -2.250 3.844  -0.457
C19 -2.380 -2.938 4.803  -0.080
N6 -1.284 -2.074 5.233  -0.457
C20 -0.509 -1.701 4.073  -0.078
N7 -1.318 -0.988 3.059  -0.522
C21 -1.894 0.194 3.734  -0.075
N8 -2.691 -0.151 4.891  -0.460
C22 -3.770 -1.047 4.475  -0.078
C23 -1.850 -0.875 5.843  -0.079
H12 -3.086 -1.340 1.978  0.189
H13 -2.058 -2.775 2.222  0.197
H14 -1.964 -3.836 4.336  0.204
H15 -2.970 -3.229 5.673  0.218
H16 -0.090 -2.603 3.618  0.202
H17 0.309 -1.039 4.378  0.191
H18 -2.526 0.733 3.018  0.186
H19 -1.070 0.841 4.052  0.194
H20 -4.421 -0.524 3.769  0.195
H21 -4.351 -1.329 5.354  0.217
H22 -2.458 -1.165 6.703  0.217
H23 -1.042 -0.219 6.180  0.200
N9 -1.584 -0.292 -2.482  -0.184
C24 -2.173 0.462 -1.858  -0.021
S1 -3.048 1.587 -0.946  0.433
C25 -3.308 2.836 -2.181  0.393
N10 -3.916 3.919 -1.748  -0.531
C26 -4.198 5.064 -2.600  -0.229
C27 -3.188 5.091 -3.740  -0.431
C28 -3.138 3.733 -4.427  -0.229
N11 -2.924 2.691 -3.427  -0.527
H24 -4.230 3.961 -0.790  0.436
H25 -4.129 5.970 -1.995  0.247
H26 -5.221 4.990 -2.979  0.229
H27 -2.203 5.340 -3.342  0.228
H28 -3.467 5.855 -4.461  0.267
H29 -2.317 3.694 -5.144  0.249
H30 -4.070 3.526 -4.961  0.230
H31 -2.486 1.829 -3.731  0.452
C29 -0.332 3.454 2.501  -0.251
O1 0.592 2.774 1.665  -0.747
H32 -0.348 4.521 2.269  0.187
H33 -0.092 3.321 3.557  0.186
H34 -1.314 3.029 2.302  0.176
H35 1.479 3.093 1.868  0.489

2.
Density functional theory data (ωB97M-V/def2-TZVPD) for C21H38GaO8 as an isolated structure.

Computed properties:
Total charge ... -1
HOMO energy ... -4.45 eV
Orbital gap ... 6.561 eV

Last column: natural (NBO) charge in e.
Positions of all 68 atoms, in Å:
C1 -4.121 -5.492 -2.327  -0.413
C2 -3.658 -4.789 -1.459  0.061
C3 -3.012 -3.991 -0.411  -0.931
Ga1 -1.237 -4.901 0.141  0.839
C4 -1.355 -5.454 2.114  -0.354
C5 -1.618 -5.601 3.292  -0.441
H1 -4.229 -6.149 -3.155  0.213
H2 -3.726 -3.960 0.419  0.234
H3 -2.818 -2.976 -0.757  0.240
H4 -0.008 -3.885 -0.059  -0.333
H5 -1.068 -6.240 -0.735  -0.322
H6 -2.030 -5.712 4.268  0.203
O1 -1.537 -1.221 0.839  -0.578
C6 -0.514 -0.610 0.699  0.812
O2 -0.248 -0.054 -0.497  -0.528
C7 0.821 0.880 -0.722  -0.093
C8 2.136 0.179 -0.992  -0.654
C9 0.514 -0.528 1.797  -0.750
H7 0.886 1.601 0.097  0.227
H8 0.519 1.439 -1.611  0.173
H9 2.473 -0.401 -0.132  0.207
H10 2.907 0.911 -1.239  0.203
H11 2.026 -0.523 -1.817  0.251
H12 1.145 -1.415 1.747  0.255
H13 -0.011 -0.516 2.750  0.241
H14 1.128 0.369 1.756  0.224
O3 1.552 2.831 1.489  -0.591
C10 2.286 3.335 2.295  0.814
O4 3.501 3.757 1.892  -0.508
C11 4.373 4.528 2.718  -0.066
C12 5.222 3.649 3.612  -0.637
C13 1.910 3.418 3.753  -0.760
H15 3.812 5.274 3.283  0.174
H16 5.013 5.076 2.027  0.193
H17 4.610 3.075 4.308  0.213
H18 5.924 4.253 4.187  0.213
H19 5.785 2.934 3.011  0.221
H20 2.178 2.480 4.238  0.247
H21 0.831 3.550 3.821  0.285
H22 2.373 4.247 4.285  0.207
O5 2.340 -2.152 -3.112  -0.572
C14 1.492 -2.356 -3.935  0.810
O6 1.760 -3.194 -4.958  -0.510
C15 0.758 -3.657 -5.863  -0.070
C16 0.541 -2.686 -7.006  -0.635
C17 0.166 -1.635 -3.891  -0.755
H23 -0.167 -3.886 -5.332  0.189
H24 1.136 -4.602 -6.250  0.193
H25 0.174 -1.723 -6.649  0.208
H26 -0.182 -3.089 -7.717  0.213
H27 1.481 -2.502 -7.527  0.211
H28 0.272 -0.670 -4.388  0.230
H29 -0.097 -1.470 -2.847  0.274
H30 -0.655 -2.187 -4.342  0.223
O7 -1.409 3.257 4.084  -0.608
C18 -2.228 3.119 3.210  0.810
O8 -1.969 2.294 2.194  -0.491
C19 -2.940 1.928 1.200  -0.082
C20 -2.980 2.944 0.078  -0.635
C21 -3.502 3.930 3.197  -0.742
H31 -3.920 1.762 1.650  0.173
H32 -2.611 0.967 0.809  0.238
H33 -3.293 3.928 0.433  0.193
H34 -3.672 2.621 -0.700  0.220
H35 -1.987 3.058 -0.358  0.224
H36 -3.303 4.891 2.724  0.239
H37 -3.808 4.099 4.228  0.240
H38 -4.331 3.442 2.691  0.221

3.
Density functional theory data (ωB97M-V/def2-TZVPD) for C7H18N4O2 as an isolated structure.

Computed properties:
HOMO energy ... -9.46 eV
ΔE to the lowest compared entry with this formula, charge and spin ... 1737.1 kJ/mol
Orbital gap ... 9.099 eV

Last column: natural (NBO) charge in e.
Positions of all 31 atoms, in Å:
C1 1.981 -1.878 0.179  -0.611
C2 2.665 -0.969 -0.662  -0.477
C3 1.650 0.111 -0.974  -0.188
C4 -0.128 1.702 -0.262  -0.275
C5 -1.312 0.831 -0.678  -0.334
C6 -2.336 0.186 0.292  -0.434
C7 -3.698 -0.575 -0.145  -0.275
H1 2.740 -2.339 1.076  0.208
H2 1.099 -1.597 0.822  0.237
H3 1.566 -2.849 -0.515  0.193
H4 3.177 -0.206 0.155  0.216
H5 3.152 -1.449 -1.477  0.243
H6 0.429 -0.361 -1.330  0.167
H7 2.303 0.583 -1.833  0.215
H8 -0.033 2.061 -1.338  0.213
H9 -0.194 2.648 0.405  0.242
H10 -0.623 -0.079 -1.426  0.178
H11 -2.222 1.274 -1.574  0.216
H12 -1.776 -0.720 0.976  0.194
H13 -2.607 0.840 0.965  0.189
H14 -3.609 -1.158 -1.225  0.201
H15 -4.423 0.393 -0.206  0.212
H16 -3.400 -3.095 -0.146  0.338
H17 -5.346 -1.678 0.576  0.361
H18 3.189 2.843 1.243  0.494
N1 1.102 0.922 0.226  -0.309
N2 -3.963 -1.945 0.704  -0.805
N3 1.922 1.595 1.090  0.156
N4 2.402 0.908 2.159  0.237
O1 2.662 2.678 0.392  -0.549
O2 3.633 1.322 2.530  -0.452

4.
Density functional theory data (ωB97M-V/def2-TZVPD) for C23H41CoN2P3S as an isolated structure.

Computed properties:
Total charge ... +3
HOMO energy (spin up / spin down) ... -16.38 / -16.38 eV
ΔE to the lowest compared entry with this formula, charge and spin ... 12.7 kJ/mol
Spin multiplicity ... 5
Orbital gap (spin up / spin down) ... 6.351 / 3.115 eV

Last column: Mulliken spin population.
Positions of all 71 atoms, in Å:
Co1 0.045 0.552 -1.365  2.006
P1 1.455 1.043 0.664  0.015
P2 -1.641 1.462 -0.219  0.189
P3 0.898 1.449 -2.934  -0.023
H1 -0.944 -1.675 2.078  0.039
C1 -0.889 -2.512 1.354  0.054
C2 0.238 -2.982 0.803  0.109
H2 1.186 -2.949 1.324  -0.001
C3 1.746 -0.048 2.134  0.013
C4 1.385 2.690 1.573  -0.002
C5 3.153 1.048 0.016  0.016
C6 -3.184 0.769 -0.902  0.055
C7 -1.583 1.312 1.602  0.012
C8 -1.570 3.222 -0.612  0.031
C9 2.163 0.693 -3.948  0.021
C10 1.478 3.096 -2.317  0.060
C11 -0.333 1.978 -4.162  0.031
H3 -1.869 -2.941 1.081  0.006
H4 0.295 -3.465 -0.180  0.011
H5 1.338 -1.055 1.968  0.001
H6 1.321 0.357 3.064  -0.002
H7 2.836 -0.130 2.271  0.003
H8 0.652 2.696 2.394  0.000
H9 1.160 3.504 0.871  0.002
H10 2.363 2.881 2.041  0.000
H11 3.314 0.117 -0.529  -0.003
H12 3.848 1.095 0.857  0.001
H13 3.356 1.882 -0.650  -0.002
H14 -4.041 1.277 -0.455  0.002
H15 -3.254 -0.316 -0.722  -0.011
H16 -3.207 0.919 -1.990  0.000
H17 -2.600 1.407 1.992  0.003
H18 -0.971 2.129 1.997  0.000
H19 -1.165 0.384 2.017  0.001
H20 -2.496 3.712 -0.313  0.010
H21 -1.428 3.362 -1.686  -0.003
H22 -0.736 3.701 -0.095  -0.001
H23 1.773 0.442 -4.937  0.001
H24 2.482 -0.239 -3.482  -0.003
H25 3.053 1.311 -4.070  0.009
H26 1.794 3.745 -3.143  0.011
H27 2.307 2.990 -1.611  -0.005
H28 0.664 3.585 -1.769  -0.020
H29 0.048 1.832 -5.178  0.007
H30 -0.627 3.027 -4.047  0.001
H31 -1.222 1.358 -4.022  -0.009
C12 -0.960 -2.207 -2.998  0.230
C13 -1.883 -2.235 -4.068  0.059
C14 -1.590 -2.973 -5.213  0.017
C15 -0.414 -3.726 -5.277  0.186
C16 0.410 -3.833 -4.151  0.027
C17 0.099 -3.130 -2.984  0.075
S1 -1.046 -1.172 -1.607  0.687
H32 0.977 -0.530 -1.272  0.074
H33 -2.792 -1.654 -3.989  -0.003
H34 -2.245 -2.953 -6.081  0.003
H35 -0.130 -4.272 -6.177  0.000
H36 1.322 -4.431 -4.218  0.004
H37 0.719 -3.171 -2.084  0.002
N1 -0.013 -1.917 9.433  0.000
C18 -0.054 -1.645 8.291  0.000
C19 -0.202 -1.277 6.903  0.000
C20 -0.452 -2.236 5.916  0.001
C21 -0.788 -1.806 4.625  0.003
N2 -0.803 -0.511 4.300  0.001
C22 -0.537 0.414 5.228  0.000
C23 -0.197 0.069 6.538  0.000
H38 -0.425 -3.304 6.128  0.000
H39 -1.017 -2.533 3.837  -0.002
H40 -0.602 1.465 4.914  0.000
H41 0.029 0.854 7.251  0.000